Entry 1:
Molecular formula: C24H57Br2NbO10P
Method: DFT, ωB97M-V with the def2-TZVPD basis set

Computed properties:
**Net charge**: -1
**LUMO**: 1.8 eV
**Kohn-Sham gap**: 5.9 eV

```
95
C24H57Br2NbO10P (ωB97M-V with the def2-TZVPD basis set)
O 0.21 -2.01 -3.63
C 0.46 -1.67 -2.48
O -0.40 -1.55 -1.50
Nb -2.38 -2.07 -1.91
C -2.99 -0.06 -1.04
C -3.86 0.86 -1.94
C -3.28 1.22 -3.32
Br -1.35 1.48 -3.36
P -4.83 -2.83 -2.14
O -5.43 -2.13 -3.57
Br -5.98 -1.96 -0.36
C 1.89 -1.29 -2.12
C 2.05 -0.11 -1.43
C 3.29 0.32 -1.02
C 4.38 -0.49 -1.30
C 4.22 -1.65 -2.00
C 2.97 -2.08 -2.42
H -2.46 -2.85 -0.23
H -1.85 -3.71 -2.59
H -2.38 -1.43 -3.62
H -2.06 0.48 -0.80
H -3.50 -0.28 -0.10
H -3.97 1.82 -1.40
H -4.86 0.43 -2.01
H -3.58 0.44 -4.03
H -3.74 2.15 -3.66
H -4.76 -2.33 -4.23
H 1.18 0.50 -1.21
H 3.36 1.24 -0.46
H 5.34 -0.15 -0.94
H 5.09 -2.26 -2.20
H 2.85 -3.02 -2.96
C -3.75 -0.39 4.24
C -4.52 -0.58 2.95
O -3.64 -0.94 1.89
H -2.99 0.38 4.13
H -4.42 -0.09 5.06
H -3.24 -1.31 4.53
H -5.01 0.35 2.66
H -5.28 -1.35 3.06
H -3.21 -1.77 2.13
C 5.70 -1.81 3.02
C 5.00 -1.97 1.69
O 5.93 -2.33 0.67
H 6.47 -1.05 2.96
H 5.00 -1.54 3.81
H 6.20 -2.74 3.31
H 4.52 -1.04 1.39
H 4.23 -2.75 1.75
H 6.35 -3.15 0.93
C -7.55 2.83 5.31
C -6.40 1.84 5.16
O -5.50 2.26 4.15
H -8.08 2.93 4.36
H -8.25 2.51 6.08
H -7.17 3.82 5.57
H -6.78 0.86 4.87
H -5.86 1.75 6.11
H -5.15 3.12 4.40
C 6.44 -0.92 -5.51
C 6.83 0.18 -4.55
O 6.99 -0.33 -3.22
H 5.51 -1.39 -5.20
H 6.31 -0.53 -6.52
H 7.20 -1.70 -5.53
H 6.05 0.95 -4.51
H 7.77 0.65 -4.86
H 7.68 -1.00 -3.24
C 2.01 -4.29 -6.16
C 3.44 -3.83 -6.30
O 3.52 -2.40 -6.27
H 1.39 -3.88 -6.96
H 1.94 -5.38 -6.19
H 1.59 -3.93 -5.21
H 3.86 -4.15 -7.25
H 4.06 -4.23 -5.49
H 3.16 -2.11 -5.43
C 6.80 3.02 -0.68
C 7.17 3.40 -2.10
O 8.28 2.64 -2.56
H 7.65 3.18 -0.01
H 5.95 3.61 -0.32
H 6.54 1.96 -0.61
H 7.44 4.45 -2.16
H 6.32 3.22 -2.77
H 8.03 1.71 -2.52
C -9.26 4.63 9.31
C -8.11 3.66 9.15
O -7.21 4.11 8.14
H -9.80 4.74 8.37
H -9.96 4.29 10.08
H -8.90 5.62 9.59
H -8.47 2.68 8.85
H -7.56 3.55 10.09
H -6.87 4.97 8.40
```



Entry 2:
Molecular formula: C24H58B3F4N5O5V
Method: DFT, ωB97M-V with the def2-TZVPD basis set

Computed properties:
**Energy relative to the best compared isomer or geometry (same formula, charge and spin)**: 1392.14 kJ/mol
**Net charge**: +3
**LUMO**: -8.9 eV
**Kohn-Sham gap**: 2.0 eV

```
100
C24H58B3F4N5O5V (ωB97M-V with the def2-TZVPD basis set)
O 1.36 -1.40 -2.67
V 0.39 -0.14 -2.99
O -1.07 -0.38 -2.34
B 0.31 0.75 -6.84
H 0.85 -0.15 -6.59
H 0.13 0.76 -7.90
H -0.61 0.91 -6.31
H 0.90 1.63 -6.61
B 2.57 3.06 -2.17
H 1.66 3.29 -2.70
H 3.18 2.48 -2.85
H 3.09 3.94 -1.83
H 2.41 2.51 -1.26
C -6.71 -0.43 0.33
N -6.94 0.90 0.87
C -7.45 1.79 -0.06
C -7.94 3.03 0.34
C -7.79 3.41 1.66
C -7.18 2.51 2.55
C -6.78 1.22 2.14
C -8.21 4.78 2.09
C -8.55 4.97 3.42
C -8.76 6.25 3.88
N -8.61 7.35 3.03
C -8.37 7.15 1.73
C -8.12 5.88 1.25
C -8.71 8.72 3.44
H -7.58 -0.70 -0.26
H -6.53 -1.12 1.15
H -5.94 -0.33 -0.43
H -7.66 1.52 -1.08
H -8.52 3.66 -0.32
H -6.91 2.69 3.58
H -6.34 0.47 2.79
H -8.75 4.12 4.06
H -8.88 6.59 4.90
H -8.21 8.03 1.13
H -7.90 5.64 0.22
H -7.77 8.95 3.95
H -9.53 8.70 4.16
H -8.79 9.34 2.55
C 12.30 -5.08 -7.54
C 11.07 -4.70 -6.72
C 9.81 -4.75 -7.42
O 8.62 -4.57 -6.64
C 8.17 -3.33 -6.36
N 11.10 -5.62 -5.47
H 10.83 -6.55 -5.75
H 12.02 -5.75 -5.09
H 10.46 -5.35 -4.73
H 13.27 -4.85 -7.10
H 12.23 -4.37 -8.36
H 12.31 -6.10 -7.92
H 11.14 -3.68 -6.36
H 9.68 -5.71 -7.90
H 9.77 -3.96 -8.17
H 8.96 -2.78 -5.84
H 7.24 -3.27 -5.79
H 7.91 -2.89 -7.32
C 3.87 -5.98 1.80
C 3.25 -6.51 0.51
C 3.93 -7.68 -0.22
O 3.29 -8.26 -1.42
C 3.61 -7.66 -2.66
N 1.75 -6.73 0.73
H 1.60 -7.56 1.29
H 1.35 -6.05 1.37
H 1.15 -6.79 -0.08
H 4.96 -5.93 1.71
H 3.77 -6.64 2.66
H 3.56 -4.98 2.09
H 3.23 -5.64 -0.15
H 3.99 -8.49 0.51
H 4.88 -7.20 -0.44
H 2.92 -7.95 -3.45
H 4.66 -7.84 -2.89
H 3.56 -6.57 -2.63
C -2.17 5.60 7.70
C -2.45 4.60 6.53
C -2.43 5.24 5.16
O -2.52 4.28 4.11
C -2.17 4.79 2.88
N -1.46 3.45 6.67
H -1.47 2.89 7.51
H -1.68 2.73 6.01
H -0.52 3.76 6.47
H -2.76 5.34 8.57
H -2.40 6.61 7.36
H -1.08 5.63 7.80
H -3.45 4.22 6.69
H -1.57 5.91 5.17
H -3.23 5.98 5.03
H -1.42 5.58 2.94
H -3.05 5.28 2.47
H -1.86 4.04 2.16
B -0.85 -2.11 4.09
F -0.76 -3.38 4.55
F 0.26 -1.38 4.26
F -1.19 -2.18 2.75
F -1.77 -1.46 4.84
```



Entry 3:
Molecular formula: C24H58MnO14P
Method: DFT, ωB97M-V with the def2-TZVPD basis set

Computed properties:
**<S²>**: 12.01
**Spin multiplicity**: 7
**Net charge**: +2
**LUMO (spin up / spin down)**: -6.5 / -11.0 eV
**Kohn-Sham gap (spin up / spin down)**: 6.5 / 2.1 eV

```
98
C24H58MnO14P (ωB97M-V with the def2-TZVPD basis set)
Mn 2.10 2.26 1.84
O 0.51 1.13 1.58
H -0.30 0.63 1.34
C 1.91 -0.38 -0.84
O 2.39 -1.30 -1.73
C 3.77 -1.49 -1.67
C 4.28 -2.11 -2.92
O 4.27 -1.09 -3.94
C 4.69 -1.52 -5.23
C 3.76 -2.65 -5.76
O 4.25 -3.94 -5.56
C 3.63 -4.91 -6.35
H 2.15 -0.46 0.22
H 0.82 -0.39 -0.80
H 2.10 0.65 -1.14
H 4.04 -2.14 -0.84
H 4.25 -0.53 -1.48
H 3.61 -2.94 -3.14
H 5.27 -2.50 -2.70
H 5.73 -1.85 -5.20
H 4.65 -0.67 -5.91
H 3.48 -2.51 -6.80
H 2.77 -2.60 -5.30
H 3.99 -5.90 -6.08
H 3.83 -4.80 -7.42
H 2.55 -4.86 -6.20
C -5.02 1.06 0.48
O -4.06 1.75 -0.28
C -2.75 1.61 0.19
C -1.76 2.35 -0.72
O -2.04 3.75 -0.70
C -1.24 4.64 -1.48
C -1.95 6.05 -1.47
O -1.21 6.93 -2.28
C -1.76 8.25 -2.31
H -4.80 0.00 0.56
H -6.00 1.12 0.00
H -5.16 1.57 1.44
H -2.54 0.54 0.24
H -2.61 1.92 1.23
H -1.82 1.95 -1.73
H -0.74 2.08 -0.44
H -0.95 4.28 -2.47
H -0.28 4.73 -0.97
H -2.07 6.43 -0.46
H -2.95 5.90 -1.88
H -1.10 9.02 -2.70
H -2.09 8.59 -1.32
H -2.71 8.21 -2.85
C 3.48 1.05 4.29
O 2.24 1.72 3.81
C 1.84 2.76 4.75
C 0.50 3.48 4.30
O 0.73 3.76 2.89
C -0.45 4.16 2.18
C -1.10 5.46 2.62
O -1.70 5.46 3.85
C -2.89 4.69 3.91
H 3.64 0.17 3.66
H 3.36 0.70 5.31
H 4.35 1.69 4.33
H 2.61 3.52 4.86
H 1.75 2.37 5.76
H 0.19 4.34 4.90
H -0.37 2.84 4.41
H -1.15 3.32 2.16
H -0.17 4.29 1.13
H -1.80 5.67 1.80
H -0.29 6.18 2.64
H -3.52 4.98 3.07
H -3.43 4.87 4.84
H -2.73 3.61 3.95
C 2.11 -4.63 0.85
C 1.25 -5.89 0.61
O 0.14 -5.95 1.51
P -1.38 -5.38 1.08
O -2.31 -5.21 2.22
O -1.80 -6.48 -0.04
C -3.09 -6.52 -0.58
C -4.07 -7.25 0.34
O -1.06 -3.96 0.25
C -0.91 -2.82 1.10
C -2.25 -2.00 0.97
H 2.90 -4.60 0.10
H 1.49 -3.73 0.81
H 2.53 -4.76 1.84
H 0.83 -6.02 -0.39
H 1.87 -6.76 0.85
H -3.42 -5.50 -0.75
H -3.09 -6.87 -1.61
H -3.77 -8.29 0.42
H -4.18 -6.81 1.33
H -5.11 -7.10 0.05
H -0.64 -2.91 2.15
H -0.17 -2.17 0.63
H -3.15 -2.50 1.33
H -2.17 -1.11 1.59
H -2.54 -1.73 -0.05
```



Entry 4:
Molecular formula: C24H60BN6O13P2S
Method: DFT, ωB97M-V with the def2-TZVPD basis set

Computed properties:
**Net charge**: +1
**LUMO**: -4.8 eV
**Kohn-Sham gap**: 5.9 eV

```
107
C24H60BN6O13P2S (ωB97M-V with the def2-TZVPD basis set)
C 3.20 1.33 -2.55
O 3.31 2.64 -1.86
C 1.92 3.18 -1.72
C 1.40 3.83 -3.13
C 0.16 3.01 -3.85
C -1.08 2.88 -2.79
C -2.54 2.56 -3.47
S -3.57 1.65 -2.19
O -4.61 0.59 -3.10
B -3.78 -0.63 -3.26
O -3.64 -1.52 -2.06
O -3.05 -0.98 -4.49
P -4.91 2.94 -1.13
P -4.91 4.89 -2.18
O -5.82 5.96 -1.38
O -5.60 4.68 -3.77
O -3.28 5.51 -2.16
H 3.07 1.55 -3.70
H 4.17 0.68 -2.33
H 2.26 0.72 -2.18
H 1.20 2.38 -1.24
H 2.00 4.06 -0.91
H 1.04 4.94 -2.89
H 2.29 3.92 -3.89
H 0.56 1.94 -4.20
H -0.11 3.61 -4.84
H -1.12 3.88 -2.15
H -0.83 1.98 -2.07
H -2.37 1.83 -4.40
H -3.02 3.54 -3.90
H -2.70 -1.30 -1.73
H -2.29 -0.35 -4.68
H -4.35 3.19 0.21
H -5.11 4.00 -4.31
H -2.88 5.56 -3.08
C 1.91 -1.77 0.48
C 1.79 -0.28 0.67
O 1.16 0.42 -0.12
N 2.39 0.28 1.75
C 3.17 -0.37 2.78
H 1.38 -2.07 -0.43
H 2.96 -2.05 0.37
H 1.47 -2.29 1.33
H 2.26 1.28 1.81
H 2.68 -0.18 3.74
H 4.17 0.07 2.79
H 3.24 -1.45 2.63
C -2.33 -6.76 -2.11
C -1.94 -5.46 -2.74
O -0.78 -5.20 -3.05
N -2.92 -4.54 -2.98
C -4.33 -4.65 -2.70
H -1.44 -7.39 -1.98
H -2.77 -6.58 -1.12
H -3.04 -7.30 -2.74
H -2.58 -3.69 -3.41
H -4.88 -4.54 -3.64
H -4.61 -3.83 -2.03
H -4.60 -5.60 -2.24
C -5.94 2.14 -7.15
C -4.63 2.86 -7.27
O -4.18 3.55 -6.36
N -3.93 2.75 -8.43
C -4.28 1.99 -9.61
H -6.37 2.33 -6.17
H -6.63 2.49 -7.91
H -5.78 1.06 -7.25
H -3.06 3.26 -8.43
H -3.48 1.27 -9.80
H -4.33 2.69 -10.45
H -5.23 1.47 -9.51
C 7.50 0.59 5.46
C 6.17 0.86 4.83
O 5.72 0.15 3.93
N 5.46 1.94 5.26
C 5.82 2.89 6.29
H 7.95 -0.30 5.01
H 8.18 1.43 5.30
H 7.38 0.41 6.53
H 4.58 2.06 4.78
H 5.04 2.87 7.05
H 5.84 3.89 5.83
H 6.79 2.68 6.74
C -1.97 -5.84 2.96
C -2.30 -5.65 1.51
O -2.03 -6.49 0.66
N -2.92 -4.49 1.14
C -3.32 -3.39 1.97
H -1.48 -6.81 3.10
H -1.29 -5.06 3.30
H -2.89 -5.83 3.56
H -3.10 -4.44 0.15
H -4.40 -3.26 1.87
H -2.81 -2.49 1.61
H -3.07 -3.55 3.03
C 5.28 -1.91 9.55
C 6.19 -0.83 9.04
O 7.10 -1.06 8.24
N 5.99 0.44 9.48
C 4.99 0.92 10.41
H 5.56 -2.87 9.10
H 5.37 -1.99 10.64
H 4.25 -1.69 9.27
H 6.64 1.11 9.09
H 4.39 1.68 9.90
H 5.51 1.38 11.26
H 4.34 0.12 10.77
```



Entry 5:
Molecular formula: C24H60Cs3N4O4S
Method: DFT, ωB97M-V with the def2-TZVPD basis set

Computed properties:
**Energy relative to the best compared isomer or geometry (same formula, charge and spin)**: 0.00 kJ/mol
**Net charge**: +1
**LUMO**: -3.2 eV
**Kohn-Sham gap**: 6.3 eV

```
96
C24H60Cs3N4O4S (ωB97M-V with the def2-TZVPD basis set)
Cs 17.46 17.50 12.95
Cs 22.00 18.73 17.39
Cs 20.40 15.32 11.12
S 20.95 16.90 14.78
O 20.51 16.49 16.13
O 20.01 17.94 14.27
O 22.32 17.42 14.86
O 20.88 15.73 13.85
C 22.09 18.72 8.01
C 20.67 18.44 8.53
N 19.90 19.59 9.01
C 19.55 20.53 7.93
C 18.58 19.95 6.91
C 20.54 20.31 10.11
C 20.89 19.42 11.27
H 22.08 18.88 6.93
H 22.79 17.92 8.25
H 22.50 19.65 8.43
H 20.10 17.92 7.77
H 20.70 17.71 9.35
H 19.07 21.37 8.43
H 20.47 20.88 7.43
H 18.82 18.92 6.64
H 17.55 20.01 7.28
H 18.62 20.55 6.00
H 19.76 21.00 10.46
H 21.40 20.92 9.81
H 20.02 18.88 11.64
H 21.27 20.00 12.11
H 21.66 18.69 11.03
C 21.61 21.30 14.78
C 21.15 22.24 15.90
N 20.45 21.64 17.04
C 20.39 22.54 18.20
C 21.68 22.50 18.99
C 19.06 21.39 16.59
C 18.25 20.45 17.48
H 21.95 21.97 13.99
H 20.78 20.69 14.43
H 22.45 20.62 14.99
H 22.05 22.73 16.27
H 20.56 23.03 15.41
H 20.15 23.57 17.89
H 19.57 22.19 18.82
H 21.57 22.90 20.00
H 22.05 21.47 19.09
H 22.45 23.11 18.50
H 19.08 20.95 15.60
H 18.51 22.34 16.52
H 18.79 19.52 17.66
H 17.36 20.16 16.92
H 17.97 20.89 18.43
C 23.30 13.41 14.58
C 23.04 11.90 14.48
N 22.18 11.41 15.55
C 21.55 10.15 15.27
C 20.76 10.10 13.95
C 22.87 11.36 16.81
C 21.96 11.57 18.03
H 23.64 13.75 15.55
H 22.45 14.00 14.24
H 24.06 13.63 13.81
H 22.58 11.69 13.51
H 24.02 11.39 14.51
H 22.29 9.33 15.23
H 20.85 9.93 16.08
H 21.43 10.00 13.10
H 20.09 9.25 14.01
H 20.15 11.00 13.82
H 23.68 12.09 16.88
H 23.41 10.40 16.96
H 21.06 10.96 17.93
H 21.68 12.62 18.12
H 22.44 11.22 18.94
C 26.54 17.82 18.53
C 26.52 17.24 17.13
N 25.78 18.06 16.19
C 26.25 19.43 16.02
C 27.71 19.63 15.63
C 25.43 17.36 14.96
C 26.59 16.72 14.16
H 27.07 18.78 18.56
H 27.07 17.14 19.20
H 25.54 18.00 18.91
H 27.55 17.08 16.78
H 26.04 16.26 17.17
H 26.05 20.01 16.92
H 25.62 19.87 15.24
H 28.37 18.98 16.20
H 28.03 20.66 15.81
H 27.89 19.39 14.58
H 24.67 16.62 15.21
H 24.92 18.07 14.31
H 26.60 17.10 13.14
H 27.56 16.88 14.60
H 26.41 15.65 14.05
```



no.,electronic energy (eV)
1,-197207.74815
2,-82068.40117
3,-95081.01551
4,-91502.40193
5,-52487.07552